(1)
{
  "formula": "C5H6N2",
  "method": "ωB97M-V/def2-TZVPD",
  "orbital_gap_ev": 8.27,
  "smiles": "[H]/N=C1\\NC=CC1=C",
  "energy_ha": -303.52418,
  "molar_mass_g_mol": 94.12,
  "relative_energy_ev": 3.0449,
  "homo_energy_ev": -7.762,
  "elements": ["H", "N", "C", "N", "C", "C", "C", "C", "H", "H", "H", "H", "H"],
  "xyz": [[2.395, -1.547, 0.297], [2.073, -0.530, -0.094], [0.833, -0.469, -0.100], [-0.284, -1.428, 0.091], [-1.484, -0.858, 0.034], [-1.392, 0.476, -0.138], [-0.081, 0.895, -0.058], [0.330, 2.117, 0.177], [-0.209, -2.378, 0.417], [-2.441, -1.288, -0.178], [-2.420, 0.814, -0.027], [-0.517, 2.845, 0.174], [1.433, 2.293, -0.156]],
  "forces_ev_per_a": [[-0.798, 2.838, -1.601], [1.661, -3.438, 1.599], [-4.808, 1.678, 1.008], [3.488, -1.705, 0.070], [-0.619, 2.285, -1.322], [-4.080, -2.371, 1.104], [2.542, -1.507, -0.307], [1.905, 1.302, -2.009], [0.600, 0.001, -0.266], [-0.021, -1.155, 0.564], [0.705, 1.758, -0.516], [1.415, -0.064, 0.249], [-1.991, 0.378, 1.427]]
}

---

(2)
{
  "formula": "C29H53N3O19",
  "method": "ωB97M-V/def2-TZVPD",
  "orbital_gap_ev": 9.30,
  "smiles": "CCOC(C)=O.CCOC(C)=O.O=C1OCCO1.O=C1OCCO1.O=C1OCCO1.O=C1OCCO1.CN(C)C=O.CN(C)C=O.CN(C)C=O",
  "energy_ha": -2730.63512,
  "molar_mass_g_mol": 747.74,
  "relative_energy_ev": 0.0000,
  "homo_energy_ev": -8.943,
  "elements": ["C", "C", "O", "C", "C", "O", "H", "H", "H", "H", "H", "H", "H", "H", "C", "C", "O", "C", "C", "O", "H", "H", "H", "H", "H", "H", "H", "H", "O", "C", "O", "C", "C", "O", "H", "H", "H", "H", "O", "C", "O", "C", "C", "O", "H", "H", "H", "H", "O", "C", "O", "C", "C", "O", "H", "H", "H", "H", "O", "C", "O", "C", "C", "O", "H", "H", "H", "H", "C", "N", "C", "C", "O", "H", "H", "H", "H", "H", "H", "H", "C", "N", "C", "C", "O", "H", "H", "H", "H", "H", "H", "H", "C", "N", "C", "C", "O", "H", "H", "H", "H", "H", "H", "H"],
  "xyz": [[8.653, 5.029, 17.701], [9.155, 5.461, 16.383], [10.584, 5.544, 16.379], [11.070, 6.759, 16.796], [12.568, 6.769, 16.797], [10.434, 7.682, 17.262], [9.034, 5.770, 18.386], [9.133, 4.115, 18.076], [7.602, 4.959, 17.723], [8.814, 4.800, 15.593], [8.812, 6.442, 16.141], [12.997, 5.811, 16.809], [12.922, 7.383, 17.624], [13.008, 7.262, 15.933], [10.422, 15.810, 8.618], [11.022, 14.894, 9.573], [12.237, 15.381, 10.107], [12.820, 14.657, 11.094], [14.200, 15.127, 11.469], [12.260, 13.737, 11.652], [9.656, 15.309, 8.012], [11.172, 16.216, 7.925], [9.969, 16.709, 9.138], [10.354, 14.644, 10.445], [11.180, 13.876, 9.159], [14.221, 15.645, 12.418], [14.630, 15.784, 10.735], [14.962, 14.312, 11.433], [12.875, 9.812, 16.969], [13.195, 10.525, 16.102], [14.105, 11.459, 16.130], [14.273, 11.995, 14.787], [12.951, 11.683, 14.165], [12.545, 10.564, 14.895], [14.417, 13.071, 14.904], [15.037, 11.426, 14.232], [13.134, 11.402, 13.123], [12.209, 12.535, 14.197], [14.741, 8.941, 13.812], [14.016, 8.523, 12.996], [13.752, 9.059, 11.772], [13.049, 8.043, 10.950], [12.374, 7.250, 12.099], [13.333, 7.349, 13.109], [12.375, 8.594, 10.335], [13.763, 7.350, 10.505], [12.181, 6.157, 11.816], [11.403, 7.718, 12.361], [12.896, 12.943, 7.650], [11.912, 12.248, 7.453], [11.470, 11.839, 6.306], [10.406, 10.890, 6.544], [10.581, 10.529, 7.970], [11.161, 11.762, 8.427], [9.507, 11.470, 6.366], [10.527, 10.130, 5.758], [11.256, 9.742, 8.141], [9.691, 10.450, 8.535], [7.858, 11.622, 8.243], [7.225, 10.760, 8.788], [7.315, 9.454, 8.475], [6.718, 8.771, 9.582], [5.934, 9.774, 10.381], [6.396, 11.058, 9.880], [6.050, 8.092, 9.121], [7.508, 8.316, 10.055], [6.095, 9.715, 11.446], [4.845, 9.674, 10.219], [11.698, 11.258, 19.814], [10.899, 11.750, 18.715], [9.602, 11.050, 18.519], [11.362, 12.811, 18.036], [10.902, 13.316, 17.028], [12.671, 11.824, 19.763], [11.833, 10.169, 19.754], [11.302, 11.505, 20.770], [9.805, 10.020, 18.866], [8.855, 11.470, 19.163], [9.318, 11.055, 17.417], [12.303, 13.243, 18.318], [12.566, 17.446, 17.285], [12.176, 17.191, 15.908], [12.716, 16.031, 15.134], [11.180, 17.967, 15.382], [10.819, 17.772, 14.235], [13.623, 17.666, 17.374], [12.435, 16.598, 17.992], [12.021, 18.246, 17.723], [12.365, 16.049, 14.041], [13.757, 16.015, 15.262], [12.362, 15.078, 15.578], [10.619, 18.719, 15.945], [9.382, 12.697, 12.869], [9.402, 11.310, 12.471], [9.295, 10.228, 13.506], [9.927, 10.940, 11.270], [10.017, 9.727, 10.943], [10.052, 13.251, 12.231], [9.868, 12.835, 13.818], [8.352, 13.151, 12.972], [10.131, 10.305, 14.174], [8.441, 10.482, 14.194], [9.298, 9.319, 12.998], [10.064, 11.724, 10.584]],
  "forces_ev_per_a": [[1.787, -0.147, 1.172], [0.049, -0.194, -0.843], [0.063, 0.916, -0.078], [0.696, 0.066, 1.015], [0.189, 1.264, -0.222], [-0.389, -1.100, -0.889], [-0.466, 0.446, 0.571], [-0.344, -0.165, -0.516], [-1.284, -0.090, 0.177], [0.454, -0.257, -0.283], [-0.588, 0.705, -0.085], [0.346, -1.434, 0.203], [-0.183, -0.178, 0.116], [-0.402, 0.134, -0.336], [-0.770, 2.459, -0.715], [-0.820, -3.158, 2.092], [1.446, 0.077, 0.477], [-0.665, -0.007, -0.150], [1.084, -0.474, -0.820], [0.232, 0.187, -0.223], [0.092, 0.119, 0.303], [-0.098, -0.228, 0.092], [0.359, -1.011, -0.625], [0.288, 0.640, -0.742], [0.286, 0.873, 0.026], [-0.137, -0.147, 0.319], [-0.324, 0.694, -0.421], [-1.028, 0.121, 0.546], [-0.228, -1.411, 1.782], [-1.297, 0.748, -2.020], [1.740, 1.027, -0.181], [0.097, 0.334, 0.502], [-0.485, 1.132, -1.266], [-0.781, -0.932, 0.457], [0.507, -0.300, -0.214], [0.141, 0.535, 0.669], [-0.457, 0.054, 0.061], [0.634, -1.017, 0.182], [1.059, 0.900, 1.132], [-1.376, -1.222, -2.108], [0.155, -0.578, -0.237], [0.266, -0.170, 2.601], [-1.318, -0.760, -1.955], [0.266, -0.017, 1.129], [-0.329, 0.050, -0.687], [0.162, 0.610, -0.532], [0.457, 1.504, 0.555], [0.595, -0.188, 0.188], [-1.586, -0.656, -0.543], [2.871, 1.726, 1.235], [0.154, -0.631, -1.721], [-0.386, 0.362, -2.068], [-0.290, 1.493, -0.051], [0.065, -0.489, 1.670], [-0.432, -0.323, 0.129], [-0.177, -0.015, 0.616], [0.895, -1.128, 0.301], [-0.708, -0.663, 0.169], [-0.751, -0.395, 0.062], [0.478, 1.975, 0.440], [-0.701, 1.557, 0.851], [-1.165, 0.043, -1.396], [-0.757, 0.912, -0.132], [0.878, -1.859, -1.325], [-0.521, -1.184, -0.090], [1.556, -1.191, 1.544], [0.330, 0.065, 0.299], [0.502, 0.223, -0.121], [1.576, 0.591, -0.589], [-0.467, -0.206, 0.505], [1.522, -0.288, -1.412], [-0.368, -0.163, -1.346], [-1.113, -0.044, -0.486], [-0.690, -1.054, 0.081], [0.208, 0.381, -0.162], [-0.745, 0.134, 0.888], [-0.341, 0.350, -0.533], [-0.596, 0.413, 0.110], [0.267, 0.064, 1.547], [0.882, -0.247, 1.179], [0.843, -1.702, 0.301], [-0.599, 0.540, 0.601], [-2.318, 0.038, -0.210], [0.118, -1.684, -1.772], [-0.394, 0.438, -0.286], [0.364, 0.307, -0.207], [-0.288, 0.041, -0.709], [-0.564, 0.845, -0.017], [0.657, 0.348, 1.821], [1.615, 0.227, -0.252], [-0.199, 0.478, -0.114], [0.707, 0.021, 0.838], [-0.639, 0.568, 0.384], [0.773, -1.254, -0.110], [-0.832, 3.368, 0.834], [-1.840, -2.938, 1.506], [0.421, 1.707, 0.103], [-0.286, 0.384, -0.642], [0.076, -0.255, 0.805], [1.024, -0.590, -0.442], [0.821, -0.131, 0.173], [0.309, -0.675, -1.045], [-0.450, -1.533, -0.485], [0.606, 1.286, -0.943]]
}

---

(3)
{
  "formula": "C31H36F7IN5O2",
  "method": "ωB97M-V/def2-TZVPD",
  "orbital_gap_ev": 5.30,
  "energy_ha": -2623.24848,
  "molar_mass_g_mol": 770.55,
  "total_charge": 1,
  "homo_energy_ev": -9.811,
  "elements": ["C", "C", "O", "C", "C", "O", "C", "C", "N", "C", "C", "C", "C", "C", "C", "C", "C", "C", "N", "I", "C", "C", "F", "F", "C", "F", "F", "C", "F", "F", "F", "H", "H", "H", "H", "H", "H", "H", "H", "H", "H", "H", "H", "H", "H", "H", "H", "H", "H", "H", "H", "H", "N", "C", "C", "C", "C", "H", "H", "H", "H", "H", "N", "C", "C", "C", "C", "H", "H", "H", "H", "H", "N", "C", "C", "C", "C", "H", "H", "H", "H", "H"],
  "xyz": [[4.387, -1.243, 0.640], [4.446, -1.119, -0.966], [3.756, 0.065, -1.457], [4.491, 0.654, -2.567], [3.590, 1.728, -3.375], [2.408, 1.108, -3.986], [1.294, 2.036, -3.920], [0.386, 1.600, -2.657], [0.108, 2.528, -1.569], [-0.767, 1.729, -0.694], [-1.354, 2.396, 0.634], [-2.883, 2.040, 0.946], [-3.161, 1.281, 2.301], [-4.617, 0.864, 2.650], [-5.732, 1.222, 1.609], [-5.456, 1.983, 0.279], [-3.980, 2.416, -0.092], [-3.621, 3.173, -1.479], [-0.978, 0.400, -1.217], [-2.079, -1.135, -0.405], [-0.269, 0.213, -2.499], [-0.265, -1.078, -3.427], [-1.612, -1.517, -3.718], [0.279, -0.707, -4.710], [0.675, -2.276, -2.878], [0.932, -2.219, -1.482], [1.951, -2.101, -3.522], [0.161, -3.749, -3.270], [-0.204, -3.850, -4.630], [1.231, -4.679, -3.035], [-0.930, -4.201, -2.463], [3.416, -0.756, 1.045], [4.351, -2.340, 0.995], [5.306, -0.777, 1.169], [3.929, -2.062, -1.385], [5.569, -1.092, -1.245], [4.892, -0.167, -3.265], [5.384, 1.227, -2.122], [3.301, 2.545, -2.627], [4.253, 2.100, -4.240], [0.599, 1.948, -4.845], [1.623, 3.137, -3.889], [0.434, 3.497, -1.444], [-0.665, 2.142, 1.510], [-1.307, 3.545, 0.481], [-2.267, 1.064, 2.987], [-4.782, 0.290, 3.621], [-6.798, 0.883, 1.870], [-6.327, 2.186, -0.438], [-2.542, 3.581, -1.489], [-3.725, 2.461, -2.385], [-4.315, 4.083, -1.548], [6.481, -5.643, 0.221], [5.851, -5.953, 1.396], [4.535, -6.229, 1.112], [4.367, -6.087, -0.288], [5.585, -5.727, -0.812], [7.453, -5.393, 0.129], [6.391, -5.948, 2.331], [3.778, -6.505, 1.832], [3.456, -6.232, -0.850], [5.890, -5.524, -1.827], [3.015, -2.553, 4.172], [2.289, -1.392, 4.201], [2.527, -0.774, 5.404], [3.434, -1.588, 6.125], [3.720, -2.677, 5.339], [3.030, -3.213, 3.410], [1.666, -1.109, 3.366], [2.096, 0.162, 5.729], [3.835, -1.398, 7.110], [4.362, -3.528, 5.510], [-8.289, 4.156, 1.242], [-7.492, 5.153, 1.738], [-8.257, 6.288, 1.857], [-9.566, 5.962, 1.421], [-9.557, 4.639, 1.051], [-7.990, 3.214, 1.048], [-6.452, 4.970, 1.962], [-7.913, 7.246, 2.218], [-10.420, 6.622, 1.384], [-10.340, 4.003, 0.667]],
  "forces_ev_per_a": [[-0.328, 0.154, 0.435], [0.402, -1.055, 1.117], [1.137, -0.214, -0.687], [-0.180, 0.369, -0.229], [1.315, -1.104, 0.444], [-0.374, 2.122, 0.690], [-1.035, -0.672, 0.086], [-0.201, -1.579, -0.931], [-2.789, -7.126, -0.344], [0.547, -0.085, -0.935], [-0.569, 0.169, -0.499], [-2.170, -1.075, 0.575], [-3.080, 0.935, -2.572], [1.847, 2.057, -3.636], [2.766, 0.681, -0.433], [2.868, -1.002, 2.421], [-0.568, -1.894, 2.907], [-0.167, -0.248, 0.933], [1.961, 3.558, -0.900], [0.057, 0.450, 0.129], [1.009, 5.626, 1.638], [-0.491, 1.192, -1.768], [3.209, 0.864, 1.137], [-1.423, -0.721, 3.227], [2.266, -0.217, -0.092], [-0.993, 0.010, -3.130], [-3.149, -0.511, 1.651], [-0.024, -3.006, -0.171], [0.931, 0.534, 3.618], [-2.824, 2.639, -0.644], [2.739, 1.591, -2.121], [1.657, -0.648, -0.699], [0.125, 1.586, -0.883], [-1.643, -0.533, -0.984], [0.946, 1.487, 0.314], [-1.871, -0.115, 0.153], [-0.724, 1.218, 0.860], [-1.121, -0.694, -0.848], [0.376, -0.997, -1.182], [-0.986, -0.159, 1.479], [1.396, -0.163, 1.423], [-0.486, -1.635, 0.302], [-0.319, -0.860, -0.061], [-1.027, 0.198, -1.188], [0.189, -1.915, 0.105], [-1.634, 0.316, -1.116], [-0.077, 0.982, -1.645], [1.803, 0.670, -0.598], [1.547, -0.286, 1.172], [-1.730, -0.703, 0.190], [-0.055, 1.232, 1.520], [0.944, -1.474, -0.205], [-0.107, -0.034, 0.022], [0.022, 0.075, 0.078], [0.122, 0.064, 0.243], [0.049, 0.106, -0.260], [-0.006, 0.078, -0.065], [-0.184, -0.093, 0.020], [-0.078, -0.028, -0.087], [0.096, -0.023, -0.065], [0.108, -0.012, 0.037], [-0.060, -0.050, 0.094], [0.019, 0.063, 0.005], [-0.045, -0.002, -0.018], [-0.150, 0.080, -0.229], [0.173, -0.212, 0.035], [-0.003, -0.020, 0.029], [0.032, 0.117, 0.152], [0.047, -0.021, 0.091], [0.048, -0.093, -0.029], [-0.038, -0.030, -0.112], [-0.072, 0.101, 0.014], [-0.040, 0.012, 0.003], [0.134, 0.071, -0.007], [0.261, -0.083, 0.042], [-0.184, -0.188, -0.101], [-0.094, 0.029, -0.053], [-0.063, 0.210, 0.109], [-0.100, 0.030, -0.002], [-0.032, -0.109, -0.026], [0.087, -0.086, 0.007], [0.059, 0.099, 0.044]]
}

---

Number 1 is which compound?
C5H6N2